9 unconnected molecules or ions with the total composition C42H111N9O12 at a distorted geometry, computed with wB97M-V/def2-TZVPD.

net charge = 0
2S+1 = 1
DFT total energy = -3062.11826 hartree
SMILES = COC[C@H](C)N.COC[C@H](C)N.COC[C@H](C)N.COC[C@H](C)N.COC[C@H](C)N.COC[C@H](C)N.COCCNCCOC.COCCNCCOC.COCCNCCOC
F_max = 3.2 eV/Å

```
174
Properties=species:S:1:pos:R:3:forces:R:3
C -4.0437 -5.0300 3.6612 -0.99 0.48 0.24
O -4.2800 -3.8629 2.8739 0.33 0.02 -0.21
C -5.6727 -3.5696 2.7604 0.18 -0.28 -0.45
C -5.9686 -2.3346 1.8274 0.17 -1.13 0.92
C -5.2700 -1.1129 2.3424 0.62 -0.83 -0.33
N -7.3949 -2.1143 1.8388 -0.27 -0.31 0.18
H -4.4546 -5.9317 3.2072 0.07 -0.10 -0.41
H -4.6132 -4.8997 4.5814 0.12 -0.11 0.44
H -2.9967 -5.1955 3.9155 0.01 0.44 -0.39
H -6.1698 -4.4651 2.3875 -0.20 -0.16 -0.63
H -6.1209 -3.4956 3.7512 0.02 0.80 0.31
H -5.5753 -2.5617 0.8366 0.09 -0.21 -0.23
H -5.3133 -0.3105 1.6060 -0.30 0.32 0.33
H -4.2313 -1.4421 2.3702 0.19 0.46 0.56
H -5.6849 -0.9074 3.3291 0.29 0.53 -0.05
H -7.8771 -2.7980 1.2730 -0.22 0.22 -0.10
H -7.6213 -1.1699 1.5613 -0.13 -0.12 -0.21
C 4.3657 1.8074 -4.0214 0.04 0.12 1.01
O 4.0901 1.8725 -2.5796 1.05 0.30 -1.05
C 5.2391 2.3277 -1.8337 0.10 0.62 -0.29
C 4.9995 2.3686 -0.3107 -1.11 -0.30 -0.62
C 4.1236 3.5310 0.1416 -0.60 -0.38 -0.31
N 6.2359 2.3686 0.4205 0.98 0.35 -0.09
H 4.7266 2.7196 -4.4965 0.15 0.58 0.68
H 3.4448 1.6142 -4.5716 -0.04 -0.50 0.47
H 5.1506 1.0713 -4.1953 -0.24 -0.36 -0.11
H 6.1552 1.7853 -2.0672 -0.13 -0.96 0.07
H 5.5355 3.3059 -2.2122 -0.35 0.59 0.18
H 4.5341 1.4255 -0.0241 -0.91 -0.12 -0.42
H 3.1049 3.4119 -0.2275 -0.01 -0.13 -0.27
H 4.4696 4.5005 -0.2167 0.30 -0.03 0.19
H 4.0083 3.5154 1.2254 0.27 0.20 0.13
H 5.9795 2.4557 1.3935 0.26 0.07 0.27
H 6.6201 1.4407 0.3136 0.46 -0.07 0.15
C -2.5062 -0.8692 -0.2412 0.29 -1.02 0.64
O -1.0827 -0.8100 -0.2995 -0.72 0.31 0.89
C -0.6133 0.2459 -1.1115 0.39 -0.63 -0.27
C 0.9102 0.4434 -0.9346 -1.35 1.09 1.26
C 1.2378 0.8741 0.5102 -0.17 -1.30 0.65
N 1.3027 1.5919 -1.7156 0.18 0.28 -1.42
H -2.9968 -1.1975 -1.1574 0.27 0.35 -0.60
H -2.9999 0.0204 0.1498 0.29 0.38 -0.15
H -2.7392 -1.6812 0.4476 0.11 0.01 0.26
H -0.8793 -0.1212 -2.1028 0.34 0.71 -0.76
H -1.1123 1.1957 -0.9190 -0.21 0.12 0.17
H 1.3701 -0.5134 -1.1817 0.42 -0.04 0.03
H 2.2780 1.1878 0.5979 0.08 -0.18 -0.04
H 1.0307 0.0520 1.1954 0.44 -0.39 0.09
H 0.6412 1.6559 0.9801 -0.30 0.46 -0.86
H 1.0277 1.4732 -2.6802 -0.76 -0.18 -0.26
H 2.2959 1.6008 -1.8992 0.59 0.10 0.79
C -1.1843 -1.3399 3.6483 -0.21 -0.22 -0.42
O -1.1899 0.0446 3.9240 0.13 -0.31 1.28
C -1.9313 0.7836 3.0175 -0.96 0.87 -0.75
C -2.5309 2.0391 3.6360 -0.54 0.73 1.92
C -3.7346 1.7922 4.5687 -0.16 -0.80 -0.42
N -2.9711 3.0649 2.6693 0.72 -0.58 0.04
H -0.7462 -1.5198 2.6666 0.31 -0.13 -0.04
H -2.1875 -1.7634 3.6011 -0.37 0.14 0.08
H -0.6630 -1.8978 4.4262 0.28 0.37 -0.05
H -1.2794 1.0866 2.1982 -0.04 -0.01 -0.46
H -2.7891 0.2299 2.6358 0.10 -0.39 -0.31
H -1.7868 2.4388 4.3251 0.61 0.18 -0.09
H -4.1614 2.6754 5.0442 0.43 0.37 -0.14
H -3.4959 1.1062 5.3814 0.10 -0.16 -0.13
H -4.5522 1.3801 3.9773 -0.09 -0.24 -0.01
H -3.3028 3.8280 3.2418 -0.41 0.17 -0.01
H -2.1319 3.4529 2.2628 0.19 0.06 -0.52
C 1.9943 2.2189 4.4876 0.36 -0.30 0.19
O 3.2895 1.6293 4.6723 0.05 0.50 0.48
C 3.3318 0.2303 4.5309 0.87 -0.73 -0.48
C 4.6995 -0.3748 5.0010 0.36 1.73 1.23
C 5.9855 0.2640 4.4331 -0.87 -0.87 -0.29
N 4.7755 -1.8185 4.9289 -0.75 -0.98 -0.43
H 1.8653 2.5332 3.4519 -0.07 -0.07 -0.14
H 1.8891 3.0884 5.1365 0.39 0.08 -0.04
H 1.1820 1.5516 4.7755 0.01 -0.33 -0.15
H 2.5555 -0.2097 5.1568 -0.26 -0.29 -0.14
H 3.1967 -0.0236 3.4795 -0.34 -0.30 -0.23
H 4.7275 -0.0835 6.0510 -0.02 0.24 0.42
H 6.8017 -0.2990 4.8859 0.26 0.40 0.17
H 6.0302 1.3308 4.6523 0.09 -0.17 -0.05
H 6.0704 0.0647 3.3648 -0.08 0.24 -0.20
H 4.1278 -2.2505 5.5722 -0.77 0.16 -0.12
H 5.6242 -2.2224 5.2987 0.70 0.63 -0.32
C -3.7795 0.2974 -4.2363 0.24 0.37 0.22
O -4.8279 1.2361 -3.9725 1.15 0.90 -1.10
C -4.8208 2.3726 -4.8875 0.11 0.12 0.14
C -3.5464 3.2902 -4.8835 0.46 0.34 -1.12
C -3.1422 3.9290 -3.5924 -0.53 -1.21 1.54
N -3.5681 4.3590 -5.8802 -1.33 0.03 -1.20
H -3.8383 -0.1634 -5.2224 -0.70 -0.44 0.01
H -3.7556 -0.3952 -3.3949 -0.39 -0.29 -0.34
H -2.7624 0.6878 -4.2720 0.05 0.81 0.35
H -4.9629 2.0655 -5.9237 0.38 -0.55 -0.23
H -5.7680 2.8837 -4.7153 0.20 0.42 0.66
H -2.7742 2.6765 -5.3474 0.41 -0.54 0.82
H -4.0088 4.4441 -3.1778 -0.25 -0.20 0.28
H -2.3699 4.6962 -3.5380 0.19 -0.39 -0.81
H -2.8536 3.0909 -2.9581 -0.02 0.23 0.76
H -2.8823 5.0555 -5.6259 0.10 0.02 0.04
H -4.4552 4.8419 -5.8774 -0.25 0.16 0.00
C -0.0286 1.4367 -5.1438 -0.80 0.03 -1.61
O 0.5507 0.4678 -4.3931 0.78 -0.95 2.98
C 1.3903 -0.4659 -5.0075 0.58 0.56 -0.52
C 2.1026 -1.3100 -3.9779 0.59 0.20 -0.19
N 1.3418 -2.4425 -3.5142 -0.32 0.45 -0.20
C 1.9380 -3.1495 -2.3895 -0.50 -0.62 0.84
C 1.2457 -4.5153 -2.1416 -1.13 0.74 0.05
O 0.0555 -4.4074 -1.2480 1.05 -0.28 -0.81
C -1.1770 -4.0803 -1.8638 -0.32 0.32 -0.24
H -0.6901 0.8498 -5.7809 -1.05 0.91 -0.41
H 0.6159 1.9857 -5.8303 0.69 0.01 0.01
H -0.4815 2.1807 -4.4884 -0.43 -0.27 -0.06
H 2.1607 0.1643 -5.4518 0.27 -0.40 -0.84
H 0.8331 -1.0504 -5.7396 0.08 -0.14 -0.27
H 2.3276 -0.5773 -3.2029 0.37 -0.02 0.51
H 3.0491 -1.6727 -4.3789 0.10 0.10 -0.18
H 0.4960 -1.9669 -3.2340 -0.66 -0.66 0.47
H 1.8902 -2.5821 -1.4601 -0.21 0.19 0.26
H 3.0121 -3.2886 -2.5126 0.04 -0.18 -0.61
H 1.9162 -5.2739 -1.7378 -0.10 0.31 0.61
H 0.9835 -4.9029 -3.1260 -0.49 -0.01 -0.07
H -1.5724 -4.8400 -2.5381 0.54 -0.17 -0.48
H -1.1716 -3.1003 -2.3410 0.31 0.02 -0.43
H -2.0134 -3.9701 -1.1737 0.55 -0.19 0.93
C -1.0210 4.0980 -0.7743 1.52 0.94 -0.25
O -0.3918 5.3930 -0.8737 -1.68 0.71 0.87
C 1.0051 5.5600 -0.8906 -0.31 -0.62 -1.21
C 1.4998 5.2933 -2.3182 1.35 1.54 0.15
N 1.1848 6.3923 -3.3264 0.45 -2.68 0.09
C -0.2130 6.2441 -3.6835 -1.10 0.62 0.36
C -0.7381 7.0806 -4.8562 1.68 0.07 0.80
O -2.0978 6.8675 -4.9747 -0.70 -0.66 -0.29
C -2.7212 7.7119 -5.9115 -0.22 0.53 0.60
H -2.0946 4.1494 -0.9555 0.13 0.56 0.06
H -0.8402 3.7634 0.2472 0.05 -0.72 -0.14
H -0.5705 3.5015 -1.5676 -0.06 -0.73 0.47
H 1.5708 4.9574 -0.1801 -0.25 -0.48 0.19
H 1.2095 6.5927 -0.6080 -0.18 0.18 -0.07
H 1.2050 4.2903 -2.6270 -0.34 0.24 -0.37
H 2.5860 5.2420 -2.2431 0.28 0.00 -0.14
H 1.4595 7.2805 -2.9318 -0.46 0.13 0.06
H -0.7866 6.3809 -2.7668 -0.69 0.50 -0.32
H -0.4702 5.2193 -3.9512 0.72 -0.32 -0.09
H -0.1831 6.7854 -5.7467 -0.02 -0.08 -0.38
H -0.5118 8.1344 -4.6938 -0.09 0.40 0.08
H -2.3638 7.6328 -6.9382 0.23 -0.32 -0.04
H -2.5457 8.7280 -5.5579 -0.18 0.37 -0.27
H -3.7909 7.5062 -5.8733 0.07 -0.02 -0.08
C -0.7185 -9.3919 4.2716 -0.61 -1.50 0.50
O 0.5062 -9.2115 3.6613 1.36 1.77 0.12
C 1.5790 -8.8294 4.5752 -0.71 -0.21 -1.11
C 2.8519 -8.4545 3.7778 -0.44 -0.84 1.29
N 2.9102 -7.2390 3.0047 -0.21 0.90 0.59
C 2.7071 -5.9646 3.7781 0.59 -0.77 -0.89
C 2.8438 -4.7275 2.8639 -0.97 -0.76 0.51
O 1.5025 -4.3163 2.5570 0.61 -0.18 0.51
C 1.4506 -3.2227 1.6902 -0.09 0.21 -0.42
H -1.3433 -9.9510 3.5751 -0.14 0.26 -0.15
H -1.2826 -8.5459 4.6644 0.36 0.64 -0.30
H -0.5886 -10.0707 5.1144 -0.05 -0.20 0.45
H 1.6747 -9.6988 5.2256 0.76 -0.21 0.06
H 1.3717 -8.0117 5.2655 -0.79 0.37 -0.24
H 3.1335 -9.3513 3.2260 0.09 0.29 -0.51
H 3.5809 -8.3688 4.5836 0.44 0.08 0.00
H 2.2937 -7.2559 2.2049 -0.22 -0.04 0.04
H 3.4466 -5.9028 4.5765 0.44 -0.27 -0.16
H 1.7666 -5.9264 4.3277 -0.41 0.14 -0.33
H 3.3742 -4.9336 1.9342 0.07 -0.38 -0.12
H 3.4553 -3.9953 3.3912 -0.39 0.64 0.05
H 1.9871 -3.4329 0.7650 0.21 -0.02 -0.19
H 1.8747 -2.3272 2.1444 0.09 0.21 0.11
H 0.4167 -3.0315 1.4029 0.00 -0.08 0.15
```
Forces are in eV/Å.